1.
Entry from the Open Molecules 2025 dataset: a cluster of 12 separate species, C61H106NO27P2 in total in a non-equilibrium geometry (ωB97M-V with the def2-TZVPD basis set).

Calculated values
2S+1: 1
Orbital gap, eV: 4.35
Charge: +1

```
197
Properties=species:S:1:pos:R:3:mulliken_charge:R:1
C 2.345 0.182 -0.298 -2.048
C 0.753 0.032 -0.291 2.886
C 0.195 0.578 1.042 -0.290
C -1.285 0.873 1.186 1.321
C -1.639 1.790 0.051 -0.017
C -1.243 1.425 -1.374 1.906
N 0.204 0.874 -1.391 1.445
O 0.804 0.710 -2.588 -0.419
C -1.364 2.756 -2.278 -1.195
C -2.195 0.354 -1.878 -1.129
C 0.282 -1.422 -0.529 -0.473
H 2.839 -0.170 -1.203 0.772
H 2.832 -0.450 0.445 0.203
H 2.696 1.187 -0.064 -0.014
H 0.785 1.493 1.086 0.188
H 0.402 -0.102 1.869 -0.470
H -1.519 1.265 2.176 -1.009
H -1.912 -0.011 1.301 -0.808
H -1.270 2.762 0.378 -0.167
H -2.722 1.865 0.154 -0.157
H -2.402 3.084 -2.227 0.194
H -1.171 2.569 -3.335 0.186
H -0.692 3.493 -1.839 0.197
H -2.404 -0.472 -1.197 -0.247
H -1.967 -0.044 -2.866 -0.424
H -3.123 0.901 -2.044 0.629
H 0.624 -1.847 -1.473 0.348
H -0.788 -1.545 -0.364 -0.232
H 0.832 -1.943 0.255 -0.516
C 4.611 0.850 3.785 0.368
C 4.875 0.926 5.133 -0.050
C 5.716 1.885 5.599 0.840
C 6.318 2.767 4.736 -1.021
C 6.105 2.640 3.392 -0.434
C 5.279 1.657 2.866 -0.755
O 5.155 1.459 1.460 -0.318
O 5.925 1.899 6.931 -0.547
H 3.861 0.167 3.415 -0.008
H 4.267 0.382 5.841 0.435
H 6.993 3.500 5.150 0.287
H 6.616 3.263 2.672 0.411
H 5.659 2.071 0.919 0.262
H 6.543 2.602 7.146 0.292
C 1.061 5.658 -0.626 -0.619
C 2.011 4.995 -1.361 -0.385
C 2.898 4.066 -0.834 0.480
C 2.986 4.027 0.544 -0.204
C 2.022 4.720 1.360 -0.501
C 1.011 5.454 0.773 0.707
O -0.019 5.975 1.517 -0.618
O 3.676 3.321 -1.669 -0.498
H 0.304 6.304 -1.045 0.454
H 1.905 5.217 -2.413 0.395
H 3.801 3.535 1.053 0.011
H 1.905 4.692 2.434 0.267
H 0.210 5.805 2.434 0.202
H 4.557 3.226 -1.300 0.388
C -3.609 8.226 -0.996 -0.693
C -2.974 7.215 -0.303 -0.542
C -3.293 5.878 -0.488 0.327
C -4.286 5.512 -1.372 0.026
C -4.901 6.541 -2.105 -0.989
C -4.581 7.890 -1.930 0.508
O -5.246 8.901 -2.686 -0.566
O -2.543 5.012 0.210 0.050
H -3.276 9.239 -0.825 0.321
H -2.190 7.524 0.372 0.473
H -4.498 4.476 -1.591 0.453
H -5.576 6.346 -2.925 0.430
H -5.081 9.768 -2.306 0.293
H -1.789 5.464 0.594 -0.139
C -0.963 0.349 4.809 -0.045
C -2.159 1.052 4.818 -0.548
C -2.174 2.392 4.418 0.383
C -0.926 3.061 4.336 -0.801
C 0.312 2.396 4.395 -0.338
C 0.252 1.041 4.644 0.194
O 1.454 0.436 4.807 -0.222
O -3.312 3.074 4.319 -0.724
H -0.914 -0.719 4.961 0.201
H -3.071 0.502 4.999 0.302
H -0.942 4.117 4.112 0.435
H 1.327 2.755 4.316 0.572
H 1.416 -0.460 5.150 0.049
H -4.157 2.667 4.522 0.395
C 5.781 -1.041 -2.995 -0.134
C 6.472 -1.407 -4.119 -0.480
C 7.600 -0.659 -4.420 0.295
C 7.946 0.422 -3.736 -0.579
C 7.243 0.817 -2.587 -0.874
C 6.089 0.097 -2.296 0.685
O 5.272 0.589 -1.344 0.110
O 8.296 -0.997 -5.592 -0.570
H 4.846 -1.561 -2.848 0.287
H 6.068 -2.171 -4.766 0.447
H 8.767 1.004 -4.126 0.371
H 7.580 1.716 -2.093 0.334
H 5.674 1.370 -0.956 -0.121
H 8.391 -0.237 -6.171 0.320
C -5.544 3.587 1.140 0.103
O -6.677 2.623 1.130 -0.499
P -6.657 1.348 0.173 0.444
O -7.973 0.642 0.279 -0.760
O -6.314 1.862 -1.322 -0.066
C -7.293 2.561 -2.082 -0.875
O -5.364 0.530 0.694 0.567
C -5.252 0.180 2.032 -0.508
H -4.947 3.328 0.266 -0.291
H -4.898 3.494 2.014 0.090
H -5.868 4.622 1.037 0.416
H -8.307 2.177 -1.964 0.376
H -7.052 2.311 -3.115 0.226
H -7.441 3.631 -1.937 0.332
H -4.766 0.891 2.701 0.026
H -4.598 -0.689 2.099 0.003
H -6.180 0.026 2.584 0.496
C -1.352 -6.697 -2.516 0.006
O -0.916 -6.400 -3.858 -0.420
P 0.627 -5.948 -4.071 0.597
O 1.040 -6.213 -5.489 -0.781
O 0.662 -4.358 -3.593 0.495
C 1.253 -3.331 -4.431 -0.702
O 1.525 -6.837 -2.936 -0.163
C 2.701 -7.487 -3.262 -0.789
H -0.478 -6.762 -1.868 0.085
H -2.021 -7.556 -2.561 0.341
H -1.930 -5.830 -2.197 -0.195
H 2.334 -3.469 -4.451 0.357
H 0.967 -2.322 -4.136 -0.045
H 0.907 -3.391 -5.463 0.415
H 2.970 -7.251 -4.291 0.411
H 2.670 -8.570 -3.145 0.266
H 3.445 -7.122 -2.554 0.187
C 3.875 -3.795 -1.073 -0.799
O 2.748 -4.607 -0.979 0.053
C 2.417 -4.929 0.381 -0.036
C 1.220 -5.954 0.412 -0.045
O 0.641 -6.203 1.686 -0.358
C 1.425 -6.692 2.739 -0.741
H 4.658 -4.332 -0.539 0.451
H 3.675 -2.836 -0.594 0.200
H 4.171 -3.701 -2.118 0.168
H 2.049 -4.085 0.964 -0.056
H 3.264 -5.335 0.935 0.417
H 1.473 -6.938 0.016 0.375
H 0.402 -5.614 -0.222 -0.393
H 0.832 -6.932 3.622 0.257
H 2.119 -5.923 3.080 0.215
H 2.058 -7.509 2.393 0.372
C -3.320 -2.672 -2.602 -0.835
O -2.889 -3.015 -1.307 0.166
C -3.905 -3.183 -0.366 -0.333
C -3.206 -3.557 0.884 -0.836
O -2.388 -2.505 1.349 0.154
C -1.735 -2.756 2.603 -0.715
H -3.916 -3.532 -2.908 0.494
H -2.507 -2.549 -3.317 -0.121
H -3.957 -1.787 -2.623 0.360
H -4.739 -3.856 -0.561 0.558
H -4.418 -2.223 -0.298 -0.065
H -2.560 -4.407 0.664 0.256
H -3.968 -3.847 1.607 0.415
H -1.089 -3.633 2.561 0.361
H -2.499 -2.708 3.379 0.455
H -1.086 -1.914 2.845 -0.197
C 2.363 -2.225 3.728 -0.975
O 1.352 -2.149 4.720 0.222
C 1.368 -3.237 5.647 -0.444
C 0.480 -2.774 6.810 -0.723
O 1.025 -1.603 7.413 -0.304
C 0.218 -0.786 8.234 -0.773
H 2.739 -3.202 3.424 0.425
H 3.282 -1.738 4.053 0.318
H 2.035 -1.795 2.782 0.073
H 2.387 -3.460 5.964 0.466
H 0.903 -4.143 5.259 0.151
H 0.610 -3.513 7.600 0.480
H -0.537 -2.670 6.431 0.337
H 0.540 -0.989 9.255 0.330
H -0.855 -0.972 8.186 0.326
H 0.570 0.226 8.037 0.216
C -4.751 1.047 -6.607 -0.613
O -3.364 0.770 -6.422 -0.357
C -3.029 -0.463 -5.722 -0.251
C -1.595 -0.997 -5.878 -0.591
O -0.585 -0.240 -5.206 0.129
C -0.209 0.871 -6.042 -0.998
H -5.279 0.324 -7.228 0.292
H -4.769 2.041 -7.053 0.241
H -5.196 0.970 -5.614 0.157
H -3.609 -1.267 -6.175 0.488
H -3.407 -0.322 -4.710 0.085
H -1.409 -1.119 -6.945 0.547
H -1.598 -1.994 -5.438 0.139
H 0.052 0.581 -7.060 0.335
H 0.675 1.321 -5.590 0.213
H -0.994 1.611 -6.192 0.321
```

---

2.
Entry from the Open Molecules 2025 dataset: a structure of composition C23H25N4PdS4Se (ωB97M-V with the def2-TZVPD basis set).

Calculated values
2S+1: 5
Expectation value of S²: 6.057
Orbital gap (spin up / spin down), eV: 7.23 / 5.02
Charge: +1

```
58
Properties=species:S:1:pos:R:3:mulliken_charge:R:1
Pd -0.124 0.517 -0.189 0.081
S 0.329 2.206 -1.851 -0.121
S 1.621 1.388 -3.122 0.008
S 2.961 0.212 -2.057 0.059
S 2.074 -0.490 -0.436 -0.089
C -1.710 -3.772 -0.051 -1.197
C -0.345 -3.176 -0.401 -0.008
C -0.232 -2.838 -1.864 0.574
C 0.375 -3.719 -2.743 -0.815
C 0.423 -3.451 -4.105 -1.051
C -0.155 -2.298 -4.601 -0.707
C -0.789 -1.385 -3.762 0.735
C -1.399 -0.143 -4.368 -0.692
C -2.722 -0.426 -5.082 -1.281
C -0.812 -1.676 -2.392 0.485
N -1.366 -0.735 -1.481 0.567
C -2.624 -0.444 -1.501 -0.304
C -3.101 0.584 -0.645 0.046
C -4.423 1.076 -0.416 -1.124
C -4.294 2.054 0.518 -0.458
C -2.878 2.134 0.831 -0.517
N -2.187 1.264 0.135 0.269
H -1.769 -4.016 1.010 0.393
H -1.893 -4.683 -0.621 0.344
H -2.517 -3.072 -0.279 0.254
H 0.443 -3.885 -0.144 0.559
H -0.171 -2.285 0.208 -0.495
H 0.818 -4.627 -2.353 0.453
H 0.911 -4.144 -4.776 0.434
H -0.109 -2.083 -5.662 0.496
H -0.689 0.264 -5.091 0.508
H -1.538 0.633 -3.615 0.127
H -2.591 -1.178 -5.860 0.364
H -3.112 0.479 -5.548 0.421
H -3.480 -0.804 -4.392 0.272
H -3.307 -0.981 -2.155 0.562
H -5.325 0.722 -0.890 0.500
H -5.070 2.660 0.953 0.468
H -2.400 2.799 1.537 0.478
C 1.360 0.209 5.358 -0.948
N 1.826 0.990 4.225 0.311
C 1.363 0.932 2.964 -0.131
Se -0.004 -0.185 2.368 -0.264
N 2.055 1.823 2.233 0.336
C 2.993 2.472 3.025 0.469
C 3.938 3.448 2.745 -0.752
C 4.721 3.870 3.804 -0.509
C 4.567 3.339 5.091 -0.625
C 3.625 2.365 5.366 -0.587
C 2.841 1.942 4.301 0.461
H 0.626 -0.511 5.010 0.257
H 0.905 0.867 6.097 0.347
H 2.202 -0.318 5.803 0.350
H 1.916 1.938 1.238 0.019
H 4.058 3.858 1.752 0.433
H 5.473 4.629 3.636 0.400
H 5.202 3.700 5.887 0.394
H 3.508 1.956 6.360 0.441
```

---

3.
Entry from the Open Molecules 2025 dataset: a structure of composition C18H21N4OSSn in a non-equilibrium geometry (ωB97M-V with the def2-TZVPD basis set).

Calculated values
2S+1: 1
Relative energy (zero: lowest compared OMol25 entry of this formula, charge and spin), kcal/mol: 0.0
Orbital gap (spin up / spin down), eV: 4.74 / 5.97
Charge: -1

```
46
Properties=species:S:1:pos:R:3:mulliken_charge:R:1
Sn 0.974 -1.558 -1.271 0.071
C -4.226 -0.171 1.913 -1.087
C -3.553 -1.488 2.224 -0.410
N -3.019 -2.148 1.020 -0.132
C -1.925 -1.738 0.360 0.004
S -1.413 -2.684 -1.074 -0.527
N -1.266 -0.706 0.897 -0.703
N -0.089 -0.329 0.354 0.721
C 0.512 0.785 0.867 -0.098
C -0.091 1.508 2.020 -1.618
C 1.889 1.018 0.427 0.939
C 2.699 2.022 0.978 -0.787
C 4.037 2.127 0.603 -0.470
C 4.568 1.189 -0.291 -0.700
C 3.754 0.178 -0.743 -0.548
N 2.436 0.109 -0.413 0.271
H -4.518 0.325 2.858 0.298
H -5.160 -0.337 1.331 0.327
H -3.559 0.516 1.355 0.292
H -4.268 -2.223 2.637 0.434
H -2.741 -1.373 2.978 0.234
H -3.322 -3.093 0.814 0.236
H -0.968 0.932 2.378 0.325
H -0.435 2.522 1.734 0.272
H 0.639 1.660 2.852 0.379
H 2.249 2.719 1.697 0.347
H 4.638 2.936 0.988 0.405
H 5.605 1.213 -0.640 0.355
H 4.139 -0.588 -1.422 0.334
C 0.774 -3.514 1.762 -1.024
C 1.440 -2.221 1.557 0.682
O 1.930 -1.390 2.266 -0.440
H 1.003 -3.985 2.760 0.379
H 1.002 -4.237 0.949 0.254
H -0.327 -3.421 1.639 0.117
C -0.720 2.353 -4.044 -0.299
C -1.563 1.300 -3.750 -0.629
C -1.067 0.180 -3.066 -0.062
C 0.254 0.094 -2.646 -0.108
C 1.093 1.140 -3.006 0.038
C 0.603 2.285 -3.661 -0.639
H -1.105 3.210 -4.588 0.335
H -2.597 1.303 -4.061 0.367
H -1.755 -0.637 -2.844 0.278
H 2.166 1.111 -2.795 0.239
H 1.282 3.102 -3.903 0.347
```

---

4.
Entry from the Open Molecules 2025 dataset: a cluster of 2 separate species, C6H14S in total in a non-equilibrium geometry (ωB97M-V with the def2-TZVPD basis set).

Calculated values
2S+1: 1
Relative energy (zero: lowest compared OMol25 entry of this formula, charge and spin), kcal/mol: 126.9
Orbital gap, eV: 7.34

```
21
Properties=species:S:1:pos:R:3:mulliken_charge:R:1
C 0.938 -0.642 -1.292 -0.725
C 2.555 1.093 0.091 -1.224
C -2.773 0.123 -0.820 -0.945
C 1.916 -1.217 1.108 -1.098
C -2.359 1.006 0.227 0.063
C -1.412 0.459 1.087 -0.989
S 1.159 0.141 0.355 0.454
H 1.616 -0.111 -2.166 0.348
H -0.079 -0.371 -1.812 0.264
H 3.052 1.402 1.008 0.331
H 2.056 1.935 -0.454 0.297
H -3.781 -0.318 -0.434 0.231
H -2.915 0.609 -1.729 0.354
H -1.995 -0.626 -1.034 0.168
H 2.910 -0.938 1.052 0.497
H 1.578 -1.397 2.104 0.318
H 1.612 -2.015 0.529 0.330
H -2.958 1.954 0.380 0.339
H 1.163 -1.568 -1.099 0.222
H -1.198 0.989 2.027 0.258
H -1.084 -0.508 0.872 0.503
```

---

5.
Entry from the Open Molecules 2025 dataset: a cluster of 3 separate species, C3H13NO3S2 in total (ωB97M-V with the def2-TZVPD basis set).

Calculated values
2S+1: 1
Relative energy (zero: lowest compared OMol25 entry of this formula, charge and spin), kcal/mol: 0.0
Orbital gap, eV: 9.01
SMILES: N[C@@H](CO)CSS.O.O

```
22
Properties=species:S:1:pos:R:3:mulliken_charge:R:1
N -0.775 -1.117 -0.019 -0.524
C -1.118 -0.188 1.035 0.450
C 0.091 0.192 1.918 -0.748
O 0.824 -0.951 2.315 -0.538
C -1.708 1.092 0.445 -1.058
S -3.080 0.804 -0.708 -0.060
S -2.208 0.643 -2.534 -0.232
H -0.610 -2.037 0.350 0.274
H 0.031 -0.812 -0.549 0.150
H -1.863 -0.676 1.661 0.371
H 0.733 0.901 1.382 0.324
H -0.248 0.661 2.846 0.367
H 1.516 -1.108 1.654 0.350
H -0.937 1.677 -0.057 0.414
H -2.097 1.734 1.240 0.374
H -2.285 1.917 -2.960 0.152
H 3.613 -0.052 0.388 0.306
H 2.603 -0.611 -0.673 0.362
O 2.890 -0.668 0.255 -0.662
H 1.348 0.267 -2.831 0.293
H 1.530 -1.224 -2.837 0.300
O 1.753 -0.446 -2.321 -0.664
```

---

6.
Entry from the Open Molecules 2025 dataset: a cluster of 2 separate species, C5H10O2 in total (ωB97M-V with the def2-TZVPD basis set).

Calculated values
2S+1: 1
Relative energy (zero: lowest compared OMol25 entry of this formula, charge and spin), kcal/mol: 144.2
Orbital gap, eV: 10.14

```
17
Properties=species:S:1:pos:R:3:mulliken_charge:R:1
O 1.819 -0.013 1.484 -0.675
C 1.802 -0.587 0.281 -0.006
C 0.472 -0.900 -0.385 -0.862
C -0.482 0.287 -0.418 0.146
C -1.988 0.043 -0.658 -0.493
O -2.345 0.859 0.478 -0.424
C -0.960 0.901 0.914 -0.438
H 2.265 0.631 0.367 0.047
H 2.599 -1.320 0.031 0.411
H 2.326 0.471 -0.644 0.169
H 0.049 -1.705 0.241 0.358
H 0.637 -1.315 -1.392 0.364
H -0.085 1.050 -1.103 0.325
H -2.292 -1.011 -0.524 0.257
H -2.413 0.425 -1.598 0.272
H -0.625 1.924 1.138 0.277
H -0.777 0.260 1.788 0.273
```

---

The highest 2S+1 belongs to which entry? C23H25N4PdS4Se